[1]
The following is a quantum chemistry calculation of a structure of composition C34H43FN4O4PPt, from OMol25.

Output
total charge: -1
orbital gap: 6.7 eV
HOMO: -4.199 eV

The geometry in XYZ format:
```
88
Properties=species:S:1:pos:R:3:forces:R:3:mulliken_charge:R:1
Pt -0.97305 0.47601 -0.57104 0.1 -0.1 0.6 0.99
C -2.45850 -1.02234 -4.07634 0.0 0.0 0.0 -1.11
C -2.75977 -1.70410 -2.74345 0.0 0.1 -0.1 0.96
C -3.20988 -3.15074 -2.96227 0.0 0.0 0.0 -1.53
P -1.38643 -1.44166 -1.53882 -0.1 -0.3 -0.1 0.10
C -1.72523 -2.74466 -0.26960 -0.1 0.0 -0.1 0.30
C -3.04561 -2.49234 0.45269 0.0 -0.1 0.0 -1.48
C -0.59276 -2.85714 0.74237 0.0 0.0 0.0 -1.70
C 0.21870 -1.89247 -2.21934 0.0 0.1 0.1 -0.47
C 0.48108 -2.85196 -3.18925 0.0 -0.1 0.0 -0.22
C 1.76643 -3.10868 -3.64390 -0.1 0.0 0.0 0.55
C 2.04192 -4.13557 -4.70993 0.0 0.0 0.0 -1.73
C 2.79714 -2.35826 -3.07442 0.0 0.0 0.0 -1.19
C 2.57680 -1.40512 -2.10173 0.0 -0.1 0.0 -0.32
C 1.26988 -1.13598 -1.63227 -0.1 0.1 -0.1 0.47
N 0.97040 -0.18608 -0.70385 0.0 -0.1 -0.1 0.59
C 2.03197 0.55471 -0.11789 0.1 0.0 -0.1 -0.54
C 2.80248 -0.00269 0.91008 -0.1 0.0 0.1 0.65
C 2.50496 -1.37695 1.43567 0.0 -0.1 0.0 -1.41
C 3.84563 0.73493 1.46520 0.0 0.0 0.0 -0.64
C 4.14138 2.02107 1.03721 0.0 0.0 0.0 0.59
C 5.24803 2.81974 1.67341 0.0 0.0 0.0 -1.67
C 3.36785 2.55690 0.01554 0.0 0.0 0.0 -1.14
C 2.32294 1.85038 -0.56965 0.1 0.0 0.0 1.23
C 1.55617 2.47080 -1.70122 0.0 0.0 -0.1 -1.45
H -3.29046 -1.17843 -4.76706 0.0 0.0 0.0 0.48
H -1.55393 -1.42555 -4.53631 0.0 0.0 0.0 0.23
H -2.32333 0.04634 -3.94639 0.1 0.0 0.0 0.08
H -3.58091 -1.15953 -2.26271 0.0 0.0 0.0 0.37
H -2.40466 -3.78078 -3.34312 0.0 0.0 0.0 0.13
H -4.01095 -3.16168 -3.70526 0.0 0.0 0.0 0.51
H -3.59813 -3.61282 -2.05616 0.0 0.0 0.0 0.33
H -1.78213 -3.67473 -0.84581 0.0 0.0 0.0 0.86
H -2.97081 -1.57185 1.02636 0.0 0.0 0.0 -0.04
H -3.24721 -3.30792 1.15173 0.0 0.0 0.0 0.54
H -3.89941 -2.40813 -0.22184 0.0 0.1 0.0 0.36
H -0.47166 -1.90977 1.26988 0.0 0.0 0.0 0.09
H 0.34996 -3.12708 0.26612 0.0 0.1 0.0 0.29
H -0.84148 -3.62514 1.47998 0.0 0.0 0.0 0.65
H -0.34174 -3.42097 -3.60918 0.0 0.0 0.0 0.04
H 1.11776 -4.61810 -5.03168 0.0 0.0 0.0 0.33
H 2.71567 -4.91937 -4.35455 0.0 0.0 0.0 0.34
H 2.50399 -3.68849 -5.59392 0.0 0.0 0.0 0.34
H 3.81525 -2.52182 -3.41613 0.0 0.0 0.0 0.35
H 3.40960 -0.83991 -1.70282 0.0 0.0 0.0 0.50
H 1.47188 -1.43867 1.77435 0.0 0.1 0.0 0.15
H 3.16242 -1.61593 2.27291 0.0 0.0 0.0 0.45
H 2.63869 -2.14090 0.66563 0.0 0.0 0.0 0.39
H 4.43608 0.28669 2.25931 0.0 0.0 0.0 0.39
H 6.01423 2.16739 2.09397 0.0 0.0 0.0 0.40
H 4.86769 3.44570 2.48484 0.0 0.0 0.0 0.27
H 5.72463 3.48104 0.94847 0.0 0.0 0.0 0.38
H 3.58211 3.55930 -0.34295 0.0 0.0 0.0 0.38
H 1.89811 3.49186 -1.87551 0.0 0.0 0.0 0.46
H 0.48718 2.51053 -1.49497 0.0 0.0 0.1 0.10
H 1.68864 1.89870 -2.62342 0.0 0.0 0.0 0.21
C -3.54226 1.13026 1.71523 0.1 0.1 0.0 -0.99
C -3.63805 1.74698 0.35810 -0.2 -0.3 0.0 0.45
C -4.55326 2.68152 -0.07762 0.0 0.0 0.0 -0.83
C -4.20649 3.00459 -1.41000 0.0 0.0 0.0 -0.96
C -3.10521 2.24155 -1.73523 -0.1 0.1 0.0 0.67
C -2.29528 2.34952 -2.99362 0.0 0.0 0.0 -1.64
N -2.77469 1.44291 -0.66175 0.2 0.2 -0.1 1.22
H -4.53236 1.05291 2.16848 0.0 0.0 0.0 0.40
H -2.91600 1.72095 2.38951 0.0 0.0 0.0 0.10
H -3.10040 0.13838 1.67600 0.1 0.0 0.0 -0.13
H -5.35890 3.09407 0.51172 0.0 0.0 0.0 0.49
H -4.67737 3.73243 -2.05520 0.0 0.0 0.0 0.47
H -1.95943 3.37934 -3.14312 0.0 0.0 0.0 0.35
H -2.86857 2.07252 -3.88257 0.0 0.0 0.0 0.40
H -1.40267 1.72367 -2.95244 0.0 0.0 0.0 0.26
F 2.55650 -0.69237 5.79930 0.0 0.0 0.0 -0.33
C 1.73731 0.36014 5.63644 0.0 0.1 0.0 0.36
C 1.61070 0.96045 4.44905 0.1 0.0 0.0 -0.14
N 0.81810 2.06664 4.25997 -0.1 -0.1 0.0 0.23
C 0.59000 2.52291 2.89527 0.0 0.1 0.0 -1.30
C -0.08617 1.45289 2.02876 0.5 -0.1 0.0 0.87
O -0.32839 1.89561 0.86029 -0.4 0.4 -0.3 -0.91
O -0.22770 0.31274 2.46242 -0.2 0.1 0.0 -0.68
C 0.04482 2.57284 5.28161 0.0 0.0 0.0 0.45
O -0.69546 3.52785 5.17064 0.0 0.0 0.0 -0.66
N 0.19325 1.91036 6.48993 0.0 0.0 0.0 -0.05
C 0.99508 0.81537 6.79503 0.0 0.0 0.0 0.21
O 1.03111 0.34496 7.91329 0.0 0.0 0.0 -0.66
H 2.15410 0.61377 3.58065 0.0 0.0 0.0 0.49
H 1.55117 2.75965 2.43154 0.0 0.0 0.0 0.01
H -0.00873 3.42765 2.92173 0.0 0.0 0.1 0.44
H -0.36439 2.27914 7.24561 0.0 0.0 0.0 0.23
```
Forces are in eV/Å.

=====

[2]
The following is a quantum chemistry calculation of the molecule C5H8N2, from OMol25.

Output
orbital gap: 8.9 eV
HOMO: -7.870 eV
SMILES: Cc1c[nH]c(N)c1
energy above the lowest of the compared OMol25 structures with the same formula, charge and spin: 0.210 eV

The geometry in XYZ format:
```
15
Properties=species:S:1:pos:R:3:forces:R:3:mulliken_charge:R:1
C 0.79885 1.34916 -1.76565 0.0 0.0 -0.1 -1.21
C 0.19370 0.30490 -0.87884 -0.1 0.1 0.1 0.83
C -1.06694 -0.24241 -0.91669 0.1 0.1 -0.1 -0.83
N -1.28415 -0.88364 0.28053 0.0 0.0 0.2 0.03
C -0.18345 -0.75046 1.08266 0.0 0.1 -0.2 0.03
N -0.22902 -1.21184 2.42215 0.2 0.0 0.1 -0.60
C 0.76217 -0.05518 0.37490 0.0 0.1 0.1 -0.65
H 0.70221 2.31318 -1.25050 0.1 -0.1 -0.2 0.24
H 1.86865 1.18010 -1.92747 -0.2 0.0 -0.1 0.31
H 0.30411 1.44573 -2.73572 0.0 -0.1 0.1 0.34
H -1.82829 -0.22164 -1.68565 0.1 0.1 0.2 0.38
H -2.13501 -1.33300 0.57774 0.1 0.0 -0.1 0.21
H 0.63402 -1.68895 2.65903 -0.1 -0.1 0.0 0.29
H -0.29297 -0.41005 3.04427 -0.1 -0.2 0.0 0.26
H 1.75613 0.20408 0.71924 -0.2 0.0 0.0 0.37
```
Forces are in eV/Å.

=====

[3]
The following is a quantum chemistry calculation of the molecule C6H5I, from OMol25.

Output
orbital gap: 9.4 eV
HOMO: -9.324 eV
energy above the lowest of the compared OMol25 structures with the same formula, charge and spin: 2.481 eV

The geometry in XYZ format:
```
12
Properties=species:S:1:pos:R:3:forces:R:3:mulliken_charge:R:1
C -0.78321 1.62063 -0.10994 -1.1 1.7 0.3 0.54
C -1.67687 2.33853 0.46334 0.6 -0.9 -0.8 -0.99
C 0.09175 0.57207 -0.47741 -1.8 -0.8 3.2 0.38
C 1.21102 0.52227 -1.12319 1.3 0.5 -2.3 -0.75
C -0.77604 -0.39936 0.39455 0.8 -1.0 -0.9 -0.69
C -1.94483 0.61294 0.79478 0.1 -0.1 0.5 -0.16
I -3.76470 -0.14122 -0.12251 0.2 0.5 0.3 0.05
H 1.70317 -0.45939 -1.34247 -0.2 1.4 0.3 0.29
H 1.44240 1.51403 -1.62504 0.5 -1.7 0.4 0.25
H -1.14574 -1.07487 -0.39857 -0.1 -0.2 0.9 0.33
H -0.28668 -1.00390 1.23987 -0.7 1.2 -1.2 0.28
H -2.13398 0.80168 1.87149 0.2 -0.7 -0.9 0.47
```
Forces are in eV/Å.

=====

[4]
The following is a quantum chemistry calculation of a structure of composition C7H10AuBrN, from OMol25.

Output
spin multiplicity: 3
⟨S²⟩: 2.02
total charge: -1
orbital gap (alpha / beta): 5.4 / 5.1 eV
HOMO (alpha / beta): -1.767 / -3.753 eV

The geometry in XYZ format:
```
20
Properties=species:S:1:pos:R:3:forces:R:3:mulliken_spin:R:1
C -0.39600 1.57847 -2.45626 -2.1 1.3 0.9 0.11
C 0.88826 1.21499 -2.00280 0.8 0.3 1.5 0.38
C 0.97037 1.51033 -0.58163 -0.7 0.8 -0.4 -0.19
C -0.30760 2.14860 -0.22053 1.9 -0.6 0.3 0.40
C -1.12887 2.14185 -1.37027 0.2 -0.5 -2.9 0.15
Au -0.03335 -0.27353 0.31530 0.5 3.8 0.4 0.33
N -1.15397 -1.90226 0.73668 0.2 -1.8 -1.7 0.28
C -0.25636 -2.59008 -0.32212 -0.5 -2.7 0.7 -0.07
C 0.96594 -1.77620 -0.66740 -0.2 -0.5 0.2 0.40
H 1.87805 1.57175 0.01750 -0.2 0.1 -0.3 0.01
H 1.69647 0.82254 -2.61684 -0.3 0.0 0.2 0.02
H -0.52805 2.63855 0.72476 0.2 -0.2 -0.4 0.01
H -2.13177 2.56706 -1.43995 0.3 -0.3 0.1 0.01
H -0.75074 1.51289 -3.48523 0.1 -0.1 0.4 0.01
H 1.11954 -1.55297 -1.71613 0.2 -0.2 0.0 -0.02
H 0.09494 -3.53182 0.14108 -0.3 -0.1 -0.1 0.01
H -2.04890 -1.76946 0.24660 0.2 0.1 0.3 -0.02
H 1.85094 -2.04383 -0.07917 0.0 0.0 -0.5 -0.01
H -0.79556 -2.89695 -1.23049 -0.2 0.2 0.1 -0.01
Br -0.37924 0.87905 2.59179 -0.1 0.3 1.1 0.21
```
Forces are in eV/Å.